{
  "formula": "C25H35BBr45NO4",
  "method": "the ωB97M-V functional and the def2-TZVPD basis",
  "elements": ["Br", "Br", "Br", "C", "H", "C", "H", "C", "H", "H", "H", "H", "H", "H", "Br", "H", "C", "H", "H", "H", "C", "H", "H", "C", "Br", "Br", "O", "H", "H", "H", "C", "C", "N", "H", "H", "C", "C", "Br", "H", "C", "Br", "Br", "Br", "C", "Br", "Br", "H", "C", "Br", "C", "Br", "H", "H", "Br", "C", "Br", "Br", "Br", "Br", "H", "Br", "Br", "H", "Br", "Br", "Br", "Br", "H", "Br", "C", "H", "Br", "Br", "Br", "C", "H", "Br", "Br", "C", "Br", "Br", "Br", "C", "O", "C", "H", "H", "Br", "C", "O", "B", "C", "H", "Br", "H", "Br", "Br", "C", "H", "H", "H", "Br", "Br", "Br", "Br", "Br", "Br", "O", "C", "Br", "C"],
  "xyz": [[-3.452, 0.656, -8.251], [-0.465, 12.092, 3.020], [0.734, -6.598, -0.229], [2.412, 4.677, -2.239], [-0.613, 1.265, 2.797], [-2.126, -2.082, -13.193], [3.847, 6.192, 2.963], [2.424, -1.621, 0.577], [-1.310, 0.329, -9.429], [-2.861, -2.144, -0.631], [1.142, 2.895, 0.489], [-1.419, 2.755, 2.395], [1.061, -4.132, 2.117], [2.742, -5.196, 0.063], [3.574, -6.772, -1.659], [5.065, -10.809, -3.916], [5.732, -10.046, -3.545], [3.509, 1.416, -3.918], [3.538, -0.004, 1.440], [1.537, -1.017, 0.383], [-11.943, -0.812, 1.433], [2.803, 4.665, -1.231], [-0.782, 11.724, 0.599], [0.853, 1.881, 0.726], [-2.346, 1.814, -4.544], [1.636, 11.256, 0.784], [-1.173, 1.109, -1.553], [-6.241, 3.089, -0.037], [-0.292, -3.069, 0.071], [3.038, -1.633, -0.311], [-1.232, 1.751, 2.034], [-0.055, -0.248, 6.057], [-0.604, 1.768, 0.711], [-0.578, -1.039, 5.542], [1.295, 1.609, 1.680], [-4.545, 1.039, 8.932], [3.203, -0.998, 1.709], [7.507, -10.510, -4.123], [8.100, 6.642, 5.066], [3.428, 6.161, 1.967], [6.956, -10.483, 1.844], [4.694, -0.724, -3.571], [9.119, 6.104, 2.880], [3.303, 0.409, -4.252], [-5.244, 1.161, 1.137], [2.012, 4.857, 1.973], [5.479, -11.401, 3.599], [-1.700, -0.088, -8.513], [1.765, 6.454, -2.569], [-0.207, 11.192, 1.342], [-8.286, 2.021, 0.854], [-0.884, -1.260, -0.707], [-0.321, -0.854, 2.033], [-6.015, 0.375, 9.979], [-2.244, -1.655, 2.115], [-11.238, -0.905, 3.218], [-0.489, 0.410, -7.101], [-4.857, 1.094, -2.701], [-1.766, -1.993, -8.745], [-13.019, -0.802, 1.510], [3.817, -10.957, 1.827], [-2.710, -2.014, -15.023], [1.262, 1.289, -0.086], [3.361, -7.117, 1.492], [-5.149, 2.118, 7.459], [-6.203, 3.973, 2.270], [5.580, -10.040, -1.630], [-1.094, -2.397, -13.197], [0.999, 3.373, -2.321], [-1.415, -0.759, 0.108], [-3.536, -0.516, -0.468], [5.159, -8.371, -4.305], [1.581, -0.088, -3.541], [5.114, -8.984, 3.962], [7.683, 6.554, 4.075], [-2.749, 2.244, -2.166], [-3.269, 1.983, 10.018], [1.023, -1.049, 7.434], [-2.869, -1.242, -0.036], [-4.015, 4.135, -3.129], [1.030, 0.653, 4.741], [6.355, 5.164, 4.130], [-0.925, -1.448, 1.368], [-3.288, -1.533, 1.288], [5.360, -10.578, 2.911], [4.061, -1.605, 1.961], [-4.036, 0.184, 8.512], [2.770, 7.918, 1.560], [-0.387, -2.886, 1.136], [-2.412, -1.913, 3.269], [-1.062, 0.749, -0.205], [0.994, -3.114, 1.757], [-0.513, 0.643, -2.079], [-0.871, 9.389, 1.392], [2.608, -0.899, 2.610], [-11.455, -2.354, 0.394], [4.841, 5.637, 0.772], [-3.402, 2.313, -3.019], [1.072, -2.475, 2.635], [-2.160, 1.191, 1.998], [-1.099, -3.594, 1.538], [-11.422, 0.821, 0.558], [3.248, 0.436, -6.170], [6.888, 8.248, 3.627], [-1.382, 0.939, 6.776], [-2.186, -0.338, -12.377], [-3.118, -3.381, -12.182], [2.043, -2.960, 0.832], [2.623, -6.263, -0.067], [3.876, 4.228, -3.412], [-6.463, 2.631, 0.916]],
  "mulliken_charge": [-0.02, -0.01, -0.04, 0.16, -0.17, -0.32, 0.25, 1.09, 0.23, 0.34, -0.32, 0.42, 0.51, -0.35, 0.04, 0.37, -0.33, -0.24, 0.40, -0.78, -0.32, -0.23, 0.34, -0.50, -0.05, -0.06, -0.38, 0.27, 0.42, 0.32, -0.37, -0.25, 0.48, 0.25, 0.13, -0.31, -1.16, -0.03, 0.35, -0.30, -0.03, -0.03, 0.00, 0.27, 0.12, 0.10, 0.34, -0.24, -0.03, -0.30, 0.03, -0.03, 0.14, -0.05, -0.19, 0.00, 0.00, -0.12, 0.01, 0.34, -0.03, -0.03, 0.42, 0.06, 0.02, -0.03, 0.05, 0.36, 0.17, 0.50, -0.14, -0.07, 0.08, -0.04, -0.31, -0.95, -0.01, -0.03, -0.61, -0.05, -0.02, -0.03, 1.49, -0.39, -0.30, 0.38, 0.31, 0.07, -1.09, -0.65, 0.47, -0.89, -0.41, -0.01, 0.09, 0.00, 0.02, 1.15, 0.27, -0.08, 0.57, -0.05, -0.03, -0.02, 0.06, 0.01, -0.02, -0.41, 0.39, -0.07, -0.31],
  "homo_ev": -9.0,
  "lumo_energy_ev": -0.37,
  "homo_lumo_gap_ev": 8.6278
}

=====

{
  "formula": "C25H35BCaF4N6O8S",
  "method": "the ωB97M-V functional and the def2-TZVPD basis",
  "elements": ["N", "H", "C", "O", "H", "C", "C", "C", "C", "C", "C", "H", "H", "H", "H", "C", "H", "N", "C", "N", "H", "H", "H", "N", "O", "H", "O", "H", "C", "C", "H", "H", "H", "H", "Ca", "H", "C", "F", "C", "F", "S", "C", "H", "H", "H", "H", "C", "H", "H", "C", "C", "C", "H", "H", "C", "H", "H", "F", "H", "C", "H", "B", "O", "H", "H", "H", "C", "O", "H", "O", "C", "C", "N", "O", "N", "C", "H", "H", "F", "C", "O"],
  "xyz": [[-1.318, 0.577, 2.786], [-1.594, 3.502, -0.761], [-2.266, -4.602, -1.749], [2.072, -1.234, -0.224], [-4.100, 0.333, -4.566], [-0.622, -0.337, 2.115], [-2.712, -1.235, -2.986], [0.058, 0.564, 6.479], [3.124, -1.072, -0.855], [-2.774, 0.706, 2.722], [1.630, 1.460, -2.661], [-3.402, 3.431, 2.979], [-3.188, 3.849, 1.279], [3.854, 0.400, -2.239], [-1.432, -4.430, -1.074], [1.492, 2.194, 4.741], [-2.748, 1.443, 0.718], [0.752, -0.338, 2.238], [3.126, -0.413, -2.226], [-3.678, -3.165, -3.253], [-0.561, 3.403, -3.417], [-4.297, 1.606, 1.520], [2.076, 2.804, 4.062], [-2.072, -2.153, -2.181], [-1.272, 0.514, -2.364], [1.240, -0.820, 1.482], [-5.545, -2.329, -5.038], [-1.815, 3.284, 2.223], [-2.666, -3.311, -2.373], [-0.554, 3.610, -0.451], [-0.109, 4.897, -2.581], [-0.817, 1.264, 3.327], [6.357, -1.686, -0.600], [-0.383, 2.992, 0.423], [0.076, -1.118, -1.458], [-4.310, -3.868, -3.609], [1.619, 0.393, 3.040], [0.920, -3.745, -0.978], [-3.732, -1.856, -3.657], [1.110, -4.975, -2.928], [-1.363, -1.477, 1.125], [0.429, 0.085, 5.232], [-1.937, -5.310, -2.511], [0.085, 2.239, 7.818], [5.612, -0.715, -1.854], [3.650, -1.796, 1.582], [1.097, 2.679, 5.980], [5.303, -2.318, 1.241], [5.409, -2.481, -1.870], [4.290, -2.273, 0.848], [5.478, -1.597, -1.232], [0.198, 3.874, -2.786], [3.420, -1.169, -2.955], [1.355, 3.688, 6.272], [0.872, 1.947, -1.429], [-3.095, -5.046, -1.194], [2.577, 1.998, -2.762], [0.919, -2.665, -2.976], [-0.484, -0.075, 7.163], [1.143, 0.903, 4.361], [-3.116, 1.012, 3.713], [1.479, -3.824, -2.275], [2.775, 0.520, 2.706], [1.033, 1.637, -3.551], [-3.180, -0.279, 2.512], [1.146, 3.920, -3.318], [-4.781, -1.475, -4.642], [-2.913, 0.959, -3.809], [-0.357, 4.655, -0.209], [-4.826, -0.221, -5.026], [-2.277, 0.192, -3.063], [-2.888, 3.147, 2.057], [0.332, 3.174, -1.514], [1.859, 0.066, -2.619], [4.304, -1.474, -0.376], [-3.219, 1.712, 1.667], [0.168, -0.924, 4.932], [3.927, -3.283, 0.646], [2.869, -3.633, -2.203], [0.383, 1.864, 6.848], [0.785, 1.227, -0.434]],
  "mulliken_charge": [0.17, 0.43, -1.17, -0.39, 0.48, 0.42, 0.51, -0.76, 0.55, -1.41, -1.02, 0.41, 0.34, 0.57, 0.12, -0.18, -0.36, 0.73, -1.18, 0.01, 0.31, 0.38, 0.46, -0.06, -0.56, -0.28, -0.65, 0.23, -0.13, -0.99, 0.35, 0.10, 0.34, 0.04, 1.72, 0.23, 0.22, -0.38, -0.16, -0.32, -0.38, 0.17, 0.33, 0.40, 0.32, 0.07, -0.70, 0.39, 0.28, -0.80, -0.93, -1.00, 0.45, 0.41, 0.63, 0.40, 0.45, -0.51, 0.42, -0.02, 0.50, 0.50, -0.61, 0.53, 0.52, 0.35, 0.51, -0.95, 0.38, -0.57, 0.33, -1.33, 0.17, -0.19, 0.14, 0.57, 0.40, 0.29, -0.36, -0.40, -0.29],
  "homo_ev": -8.9,
  "lumo_energy_ev": -0.08,
  "homo_lumo_gap_ev": 8.8103
}

=====

{
  "formula": "C25H35BF2HgN9SSi",
  "method": "the ωB97M-V functional and the def2-TZVPD basis",
  "elements": ["C", "Hg", "H", "C", "N", "C", "S", "H", "N", "C", "C", "H", "C", "F", "H", "H", "H", "H", "C", "C", "C", "C", "C", "C", "C", "H", "N", "B", "H", "C", "H", "H", "H", "N", "H", "H", "H", "C", "Si", "N", "H", "C", "H", "C", "C", "H", "H", "N", "H", "N", "C", "H", "H", "H", "C", "H", "H", "H", "H", "C", "H", "N", "C", "C", "H", "C", "H", "H", "F", "N", "H", "H", "C", "H", "H"],
  "xyz": [[-3.160, 4.533, 1.106], [0.146, 1.066, 0.473], [-1.553, -4.299, -3.089], [-0.517, -4.344, -2.736], [-1.369, -0.627, -0.972], [-1.915, -1.439, -5.252], [1.678, 0.821, 3.599], [-1.284, 1.201, 2.610], [-0.075, 3.016, 2.429], [-1.118, 3.793, 2.245], [3.489, -2.520, 1.008], [-3.360, -2.169, 1.322], [-2.446, -1.468, -0.470], [2.253, 2.842, -0.881], [1.419, -4.681, -5.401], [-3.143, -0.361, 2.728], [-0.581, 1.014, -3.344], [2.945, -2.560, -3.576], [1.511, 2.508, 3.978], [-2.036, 3.658, 1.178], [2.413, -1.689, 1.302], [-3.052, 0.661, -5.657], [-4.041, 4.472, 0.070], [0.748, -3.816, -5.431], [1.605, -5.582, 0.122], [-0.136, -3.613, 0.688], [-1.849, 2.700, 0.189], [1.927, 1.586, -0.570], [-1.822, -2.500, -5.460], [2.237, -3.063, -2.912], [-1.745, 0.222, -1.375], [-0.527, -4.093, -1.671], [2.564, -0.671, 1.650], [-0.097, -1.528, -3.597], [-1.298, 4.609, 2.950], [1.179, -3.071, -6.105], [-0.165, -5.375, -2.831], [-1.236, 0.529, -4.062], [0.521, -3.078, -3.692], [0.708, 3.402, 3.495], [4.043, -4.502, 0.372], [-2.210, 1.257, -4.718], [-0.699, -0.311, 2.647], [1.915, -4.232, 0.507], [-2.493, -1.554, 1.055], [-3.526, -1.194, -6.630], [2.619, -4.067, -2.696], [2.371, 2.996, 4.981], [-4.454, 3.430, -1.829], [1.145, -2.079, 1.193], [3.240, -3.817, 0.611], [-3.290, 5.257, 1.903], [-0.201, -4.144, -5.863], [-1.605, -2.076, 1.424], [-2.588, -0.216, 1.793], [-3.816, 1.234, -6.167], [1.998, 3.836, 5.402], [2.206, -2.489, -1.982], [-3.135, 0.524, 1.202], [-2.881, -0.698, -5.909], [-3.420, -1.103, -0.822], [1.387, -6.676, -0.155], [-3.814, 3.515, -0.962], [-1.034, -0.863, -4.290], [4.498, -2.143, 1.096], [0.903, -3.318, 0.792], [-2.319, 2.313, -4.490], [-2.337, -2.481, -0.870], [2.854, 0.694, -0.949], [-1.259, 0.327, 2.086], [-4.892, 5.143, 0.029], [2.605, 2.278, 5.650], [-2.718, 2.693, -0.828], [-2.521, 1.976, -1.624], [-0.830, -1.057, -1.735]],
  "lowdin_spin": [0.03, 0.00, 0.00, 0.00, 0.00, 0.00, 0.02, 0.00, 0.25, 0.06, 0.00, 0.00, 0.00, 0.00, 0.00, 0.00, 0.00, 0.00, 0.06, 0.15, 0.00, 0.00, 0.09, 0.00, 0.00, 0.00, 0.16, 0.00, 0.00, 0.00, 0.00, 0.00, 0.00, 0.00, 0.00, 0.00, 0.00, 0.00, 0.00, 0.00, 0.00, 0.00, 0.00, 0.00, 0.00, 0.00, 0.00, 0.02, 0.01, 0.00, 0.00, 0.00, 0.00, 0.00, 0.00, 0.00, 0.00, 0.00, 0.00, 0.00, 0.00, 0.00, 0.12, 0.00, 0.00, 0.00, 0.00, 0.00, 0.00, 0.00, 0.00, 0.00, 0.02, 0.00, 0.00],
  "charge": -2,
  "spin_multiplicity": 2,
  "homo_ev": [0.2, -1.7],
  "lumo_energy_ev": [4.41, 4.41],
  "homo_lumo_gap_ev": [4.1938, 6.0951]
}